[1]
# C21H28BF5I2O19

A cluster of 6 separate species, C21H28BF5I2O19 in total in a non-equilibrium geometry (ωB97M-V/def2-TZVPD, the OMol25 dataset).

DFT total energy ... -3366.2719 Eh
LUMO energy ... 0.06 eV
F_max ... 1.53 eV Å⁻¹
Gap between HOMO and LUMO ... 0.3359 hartree
SMILES ... C[C@H](I)O[C@H](COCI)CB(O)O.O=C1OC[C@@H](F)O1.O=C1OC[C@@H](F)O1.O=C1OC[C@@H](F)O1.O=C1OC[C@@H](F)O1.O=C1OC[C@@H](F)O1

Structure (ORCA input):
```
! wB97M-V def2-TZVPD RIJCOSX def2/J DEFGRID3
* xyz 0 1
C 2.4463 4.6958 0.2725
C 1.9356 3.3343 0.5793
I 3.6134 1.9830 0.8508
O 1.2039 2.8912 -0.5022
C -0.0519 2.2044 -0.3545
C -0.1372 1.1154 0.6768
O -0.6329 1.6191 1.9104
C -0.0016 1.0943 3.0383
I -1.0687 1.7433 4.7416
C -0.2802 1.6334 -1.7393
B 0.9667 0.7848 -2.1705
O 2.0318 1.3433 -2.7632
O 0.9786 -0.5792 -1.9825
H 3.3605 4.9156 0.7778
H 2.6423 4.7178 -0.7783
H 1.6949 5.4289 0.4803
H 1.3481 3.3419 1.4757
H -0.7979 2.9395 -0.1252
H 0.8013 0.6115 0.8046
H -0.8422 0.3904 0.3172
H -0.0006 0.0229 3.0348
H 0.9907 1.4570 3.1702
H -0.3836 2.4532 -2.4209
H -1.1611 1.0383 -1.7352
H 2.5524 0.6573 -3.2093
H 1.5560 -0.8614 -1.2593
O -3.9911 -4.9483 1.9759
C -4.6332 -4.6262 1.0378
O -5.5391 -5.4186 0.4203
C -6.2452 -4.6406 -0.5555
C -5.2670 -3.5118 -0.8163
F -5.8941 -2.3430 -1.0798
O -4.5808 -3.4134 0.4225
H -7.1669 -4.2580 -0.1182
H -6.4717 -5.2389 -1.4315
H -4.5408 -3.7070 -1.6064
O 3.4385 -1.3760 1.9223
C 3.1666 -2.1776 2.7508
O 3.5669 -3.4666 2.7413
C 3.2886 -4.0401 4.0298
C 2.1649 -3.1563 4.5291
F 2.1980 -2.9758 5.8666
O 2.4564 -1.9178 3.8831
H 4.1703 -3.9457 4.6631
H 3.0073 -5.0834 3.9370
H 1.1716 -3.5013 4.2419
O 1.2682 5.4492 -6.8406
C 2.1642 4.8311 -6.3785
O 2.0278 3.6925 -5.6576
C 3.3329 3.1615 -5.3878
C 4.2021 4.3964 -5.5255
F 5.4276 4.1167 -6.0241
O 3.4768 5.1722 -6.4671
H 3.5876 2.4212 -6.1466
H 3.3668 2.7098 -4.4022
H 4.3214 4.9729 -4.6082
O -0.2925 -5.8460 4.6233
C -1.0552 -6.6242 4.1618
O -0.8731 -7.2925 2.9988
C -1.8606 -8.3312 2.9115
C -2.9478 -7.8116 3.8325
F -3.5878 -8.8072 4.4910
O -2.2007 -7.0417 4.7617
H -1.4396 -9.2599 3.2966
H -2.1856 -8.4708 1.8859
H -3.6846 -7.1723 3.3463
O 0.6983 7.4151 -0.5123
C -0.0344 6.7210 -1.1222
O 0.1942 6.2463 -2.3669
C -0.8436 5.3030 -2.6908
C -1.9565 5.7243 -1.7539
F -2.6968 4.6756 -1.3208
O -1.2373 6.2720 -0.6640
H -0.4977 4.2985 -2.4521
H -1.1094 5.3651 -3.7375
H -2.6285 6.4833 -2.1542
*
```

Löwdin atomic charge list, values in e, 5 entries:
1. C -0.12
2. C -0.76
3. I 0.91
4. O -0.18
5. C -0.29

---

[2]
# C21H28BeIN3O5S

A structure of composition C21H28BeIN3O5S in a non-equilibrium geometry (ωB97M-V/def2-TZVPD, the OMol25 dataset).

DFT total energy ... -2067.2658 Eh
LUMO energy ... -11.30 eV
F_max ... 4.51 eV Å⁻¹
Gap between HOMO and LUMO ... 0.1056 hartree

Structure (ORCA input):
```
! wB97M-V def2-TZVPD RIJCOSX def2/J DEFGRID3
* xyz 2 1
C -2.1419 -4.1497 -3.6572
N -0.7079 -3.8945 -3.9328
C 0.0864 -3.9422 -2.7078
N 0.5890 -2.5884 -2.2182
C 1.1564 -2.9069 -0.9306
O 1.8613 -3.8619 -0.5936
C 0.7255 -1.7199 -0.0830
C 1.0703 -1.3481 1.2678
S 2.1907 -2.4936 2.1409
C 0.5285 -0.1137 1.8774
C 0.9485 0.1392 3.3677
C 0.0472 -0.7851 4.3415
C -1.1792 -1.4328 3.6254
N -2.3627 -0.7088 3.1819
O -1.1223 -2.6343 3.4150
C -0.3746 0.8268 1.1060
C -0.8767 2.1132 1.8086
C 0.2841 3.1984 1.9807
C 0.7913 3.8427 0.6402
C 2.3044 3.6273 0.2980
O 3.0420 2.8146 1.2462
C 3.4901 1.6514 0.6878
O 4.1503 0.8801 1.3586
C -0.7668 0.4797 -0.3114
C -1.7216 1.3421 -1.1764
C -1.0628 2.1883 -2.3488
C -1.8531 1.8951 -3.7095
I 1.0396 1.8521 -2.7208
C -0.1830 -0.7940 -0.7905
C -0.3391 -1.4874 -2.1864
O -1.0925 -1.0603 -3.0114
H -2.4571 -3.7527 -2.6406
H -2.2595 -5.2718 -3.5732
H -2.8311 -3.7636 -4.4507
H -0.5550 -3.0434 -4.4727
H 1.0012 -4.5642 -2.9309
H -0.5293 -4.4044 -1.8827
H 3.1634 -1.6967 2.7058
H 2.0169 -0.1422 3.5534
H 0.7752 1.1882 3.7003
H 0.6393 -1.5719 4.8677
H -0.3668 -0.1112 5.1502
H -2.4178 -0.8063 2.1587
H -3.1889 -1.2192 3.5275
H -1.2045 1.8182 2.8445
H -1.7394 2.6253 1.3188
H 1.0671 2.7579 2.6431
H -0.1933 4.0292 2.5808
H 0.6151 4.9558 0.7092
H 0.0977 3.5064 -0.1894
H 2.4851 3.1874 -0.7260
H 2.8157 4.6337 0.2617
H 3.2871 1.3314 -0.3714
H -2.4755 0.6407 -1.6413
H -2.3415 2.0534 -0.5587
H -1.2115 3.2863 -2.1566
H -1.9265 2.8517 -4.3058
H -2.9000 1.5356 -3.5234
H -1.3064 1.1753 -4.3775
Be 3.4187 -2.1589 -0.1863
*
```

Löwdin atomic charge list, values in e, 5 entries:
1. C -0.11
2. N -0.09
3. C -0.15
4. N 0.08
5. C -0.42